10
Properties=species:S:1:pos:R:3:forces:R:3:nbo_charge:R:1 method="wB97M-V/def2-TZVPD" homo_lumo_gap_ev="5.88 / 5.89" lumo_ev="-3.94 / -3.94" de_lowest_kj_mol=382.2
C 1.223709 0.084835 -0.648817 -1.564 -0.715 1.054 -0.193
C 2.285353 0.256643 -1.178479 3.544 -0.012 -0.335 -0.144
C -0.058029 -0.071895 0.094389 -0.936 -1.422 -3.726 -0.672
O 6.557053 -0.399291 -1.170852 0.280 0.379 -1.320 -0.953
P 5.303501 -0.066493 -0.534456 -2.179 -0.320 2.022 1.647
Cl 5.453149 1.648099 0.600698 -0.432 -1.126 -0.665 -0.186
Cl 4.837430 -1.731894 0.610946 -0.183 1.279 -0.404 -0.205
H 0.077849 0.513355 0.921174 -0.272 1.391 2.401 0.231
H -0.931566 0.308983 -0.557208 1.312 -0.467 1.162 0.237
H -0.290746 -1.139800 0.351289 0.431 1.014 -0.189 0.237

=====

55
Properties=species:S:1:pos:R:3:forces:R:3:nbo_charge:R:1 method="wB97M-V/def2-TZVPD" s2=0.8641 homo_lumo_gap_ev="6.43 / 6.11" multiplicity=2 lumo_ev="-0.65 / -0.68" de_lowest_kj_mol=284.3
Pt -0.235504 -0.393618 0.679115 -0.436 -1.933 -2.927 1.053
C 3.025196 -0.918118 -2.514485 -0.093 0.091 -0.002 -0.341
C 2.428696 -1.276418 -1.304785 -0.001 0.048 -0.063 -0.029
N 1.428796 -0.455818 -1.044185 -0.796 -0.192 1.185 -0.321
N 1.354896 0.443682 -2.025785 0.070 0.043 -0.287 -0.342
C 2.308796 0.177082 -2.941185 0.206 -0.251 -0.027 -0.019
B 0.359796 1.625482 -1.982685 -0.105 -0.127 0.537 0.928
N -1.092604 1.119482 -1.887785 -0.009 0.159 -0.504 -0.322
C -2.161204 1.491982 -2.608085 -0.373 -0.135 0.025 -0.001
C -3.288404 0.961682 -2.014485 0.131 -0.006 0.053 -0.344
C -2.810604 0.275682 -0.901985 -0.055 0.094 -0.226 -0.010
N -1.488704 0.382482 -0.837885 0.061 0.027 0.826 -0.344
N 0.547696 2.467982 -0.685785 0.202 0.375 -0.283 -0.344
C 0.553996 3.810682 -0.587285 -0.024 0.335 0.218 -0.030
C 0.498496 4.149982 0.746215 0.011 0.060 -0.142 -0.344
C 0.442296 2.924682 1.410715 0.070 0.008 -0.221 -0.041
N 0.465896 1.934282 0.536115 0.371 -0.538 0.609 -0.320
N 0.646696 2.505982 -3.181385 0.441 0.287 0.085 -0.373
C 1.829296 3.142582 -3.356685 0.110 0.209 -0.195 -0.046
C 1.818696 3.727082 -4.597985 0.131 -0.008 0.199 -0.353
C 0.564396 3.392182 -5.122785 0.086 -0.043 0.199 -0.051
N -0.120504 2.662582 -4.265685 -0.739 -0.285 -0.454 -0.285
H 3.850696 -1.390818 -3.001885 0.194 -0.080 -0.146 0.229
H 2.686596 -2.059518 -0.616585 -0.065 -0.139 0.081 0.218
H 2.432896 0.759882 -3.829185 -0.060 0.182 -0.165 0.231
H -2.033504 2.094882 -3.484985 0.015 0.000 -0.077 0.265
H -4.305904 1.059182 -2.332085 -0.162 0.019 -0.094 0.229
H -3.361604 -0.282418 -0.170785 0.060 -0.083 0.151 0.215
H 0.587096 4.443882 -1.449985 0.012 0.066 -0.204 0.227
H 0.499496 5.133582 1.168815 -0.002 0.191 0.059 0.226
H 0.399296 2.715282 2.461015 -0.024 -0.086 0.214 0.211
H 2.587096 3.125382 -2.599985 0.173 -0.004 0.185 0.229
H 2.594896 4.304382 -5.053785 0.192 0.146 -0.080 0.229
H 0.144096 3.654182 -6.074585 -0.134 0.010 -0.144 0.208
N 0.631096 -1.227818 2.108715 -0.062 2.842 1.861 -0.600
C 1.011696 -2.221218 2.849815 0.476 -1.454 -0.589 0.066
C 1.470996 -2.005918 4.186515 -0.223 0.156 -0.193 -0.187
C 1.849596 -3.062418 4.973715 0.051 -0.039 0.222 -0.219
C 1.815796 -4.365718 4.486415 0.049 -0.031 -0.036 -0.202
C 1.429596 -4.598318 3.168115 -0.032 -0.323 -0.016 -0.245
C 1.021396 -3.566918 2.364215 0.179 0.215 0.067 -0.155
H 1.516596 -0.988218 4.546515 -0.049 0.064 -0.002 0.217
H 2.185696 -2.882018 5.985515 0.012 0.022 0.064 0.211
H 2.097296 -5.188918 5.126815 0.071 -0.052 -0.003 0.210
H 1.463196 -5.601418 2.767615 -0.086 -0.131 0.031 0.211
H 0.702696 -3.727618 1.345515 -0.048 -0.072 -0.108 0.211
C -4.169504 -2.793918 2.097815 0.161 -0.106 -0.095 -0.705
C -2.893504 -2.038418 1.799315 -0.647 -0.005 0.495 0.681
N -2.659104 -0.972718 2.574815 0.464 0.459 0.012 -0.807
O -2.154404 -2.327018 0.874215 0.688 0.080 -0.593 -0.625
H -4.444404 -2.718118 3.145715 -0.038 -0.007 0.089 0.217
H -4.055304 -3.838518 1.824315 0.042 -0.010 -0.035 0.245
H -4.975504 -2.369218 1.499115 0.005 0.019 -0.040 0.239
H -3.212404 -0.754518 3.383315 0.034 0.023 -0.006 0.402
H -1.788804 -0.460518 2.364715 -0.506 -0.092 0.488 0.396

=====

80
Properties=species:S:1:pos:R:3:forces:R:3:mulliken_charge:R:1 method="wB97M-V/def2-TZVPD" homo_lumo_gap_ev=7.04 smiles="O=C1C=C(B(O)O)C(=O)c2c([PH2]=S)c(F)c(C[SH](=O)=O)c(CCCI)c21.CCCCCC.CCCCCC" lumo_ev=-1.76
O -6.010177 0.287469 4.283250 -0.049 -0.433 -0.430 -0.497
C -5.906349 -0.662866 3.549778 0.078 -0.981 -0.756 0.202
C -6.969453 -1.818182 3.516380 0.689 -0.501 -0.508 -0.442
C -6.559323 -3.105120 3.318649 0.935 0.475 0.074 0.018
B -7.547015 -4.369206 3.269984 -1.081 -0.770 0.196 0.475
O -7.211705 -5.668312 3.704304 0.263 1.567 -1.213 -0.500
O -8.846817 -4.193087 2.731342 1.840 -0.040 -0.576 -0.528
C -5.019892 -3.384204 3.127555 -0.702 1.446 -0.106 -0.118
O -4.475344 -4.352828 3.592711 -0.085 0.466 -0.440 -0.508
C -4.261392 -2.267550 2.322362 0.563 1.596 -0.797 0.625
C -3.166377 -2.584424 1.378849 -0.483 1.570 1.485 0.074
P -2.703198 -4.375559 1.088745 -0.613 0.099 -1.989 0.260
S -2.440234 -4.657214 -0.836340 0.262 -0.015 0.374 -0.410
C -2.487176 -1.461642 0.706974 -2.206 -0.016 1.659 0.843
F -1.463560 -1.698970 -0.165896 -1.312 0.577 1.128 -0.436
C -2.933203 -0.085973 0.956321 0.085 -0.677 0.234 0.145
C -2.169194 1.041890 0.180917 0.428 -1.695 0.500 -1.457
S -2.881508 1.090911 -1.515402 -2.162 2.459 -0.948 0.959
O -4.317228 0.818349 -1.410489 1.765 -0.516 0.269 -0.511
O -2.584772 2.354587 -2.201214 0.658 -1.799 1.086 -0.672
C -4.034178 0.232235 1.869321 0.286 -1.306 0.402 0.148
C -4.562110 1.697548 2.116722 0.046 -0.554 -0.959 -0.759
C -6.015617 1.802802 1.465239 0.045 0.361 -0.996 -0.576
C -6.202028 3.124239 0.586936 -0.092 -0.312 0.792 -1.108
I -7.303576 2.723379 -1.265414 0.335 0.208 0.739 -0.005
C -4.703677 -0.870211 2.561681 1.140 -1.192 -1.043 0.189
H -8.061491 -1.583310 3.627024 1.269 -0.035 0.156 0.462
H -7.250185 -6.218586 2.896666 -0.359 -0.112 0.818 0.307
H -8.752011 -3.706419 1.888664 -0.481 0.118 0.715 0.308
H -3.839323 -5.174095 1.439450 0.742 0.679 0.520 0.072
H -1.601650 -4.796900 1.882634 -0.552 0.427 0.231 0.127
H -1.094763 0.712993 0.083450 -1.012 0.513 -0.047 0.294
H -2.196547 2.025418 0.705840 -0.186 -0.715 -0.893 0.546
H -2.265547 0.053200 -2.202397 -0.149 0.424 0.656 0.170
H -4.541990 1.923563 3.209912 -0.081 -0.173 -0.996 0.410
H -3.922725 2.438408 1.558765 -0.529 -0.836 0.789 0.218
H -6.129265 0.935998 0.753007 0.032 0.799 0.895 0.470
H -6.844910 1.791157 2.214468 0.839 -0.200 -0.531 0.316
H -6.841475 3.847782 1.156760 0.804 -0.479 -0.742 0.524
H -5.228880 3.580167 0.276513 -0.966 -0.402 0.234 0.378
C 5.365524 -0.922260 -0.859294 -0.079 -0.006 -0.167 -1.179
C 4.007320 -0.382782 -0.428701 0.093 0.068 0.098 0.113
C 3.766284 -0.481916 1.077697 -0.130 0.024 0.013 -0.851
C 3.750725 -1.904053 1.643945 0.112 -0.035 -0.035 -0.912
C 2.722778 -2.844801 1.014830 0.014 0.034 0.156 -0.524
C 1.283457 -2.390615 1.222330 -0.051 -0.157 -0.071 -0.736
H 5.463664 -1.987998 -0.643126 0.036 0.038 0.005 0.393
H 5.497110 -0.789856 -1.935835 0.079 -0.026 0.047 0.307
H 6.174488 -0.390055 -0.352679 -0.006 -0.049 0.004 0.270
H 3.215192 -0.899854 -0.978609 -0.010 0.009 0.035 0.196
H 3.945127 0.670700 -0.719141 -0.066 -0.041 0.015 0.066
H 2.819378 0.014448 1.315137 0.026 -0.017 0.021 0.307
H 4.542134 0.088698 1.599791 -0.017 -0.006 -0.035 0.461
H 3.563649 -1.843388 2.721891 -0.006 -0.020 -0.035 0.403
H 4.745145 -2.348797 1.537928 -0.021 0.034 0.006 0.316
H 2.842926 -3.835509 1.463321 0.029 0.016 -0.061 0.411
H 2.919093 -2.966422 -0.054203 0.016 0.009 0.024 0.261
H 1.052945 -2.300612 2.287802 0.020 0.062 -0.018 0.332
H 0.593238 -3.118863 0.789250 -0.025 0.079 -0.011 0.251
H 1.090251 -1.428125 0.744551 -0.016 -0.014 0.026 0.089
C 5.839485 4.102926 -1.220549 0.010 0.166 -0.040 -1.091
C 5.090869 4.030939 -2.546330 -0.051 -0.107 0.100 -0.467
C 5.126507 2.643314 -3.186124 -0.037 0.020 -0.162 0.062
C 6.519147 2.132568 -3.566258 0.047 0.014 0.137 -0.550
C 7.304471 3.028280 -4.524568 -0.037 -0.138 -0.047 -0.531
C 6.632799 3.194397 -5.882435 0.099 0.131 -0.017 -1.199
H 6.903847 3.893668 -1.345541 -0.032 -0.022 0.037 0.291
H 5.748700 5.102865 -0.790279 0.039 -0.066 0.048 0.383
H 5.428860 3.388979 -0.501843 0.052 -0.013 -0.016 0.195
H 5.490108 4.781077 -3.235148 -0.013 -0.037 -0.017 0.289
H 4.045415 4.302505 -2.369630 0.035 0.015 -0.066 0.359
H 4.487427 2.650725 -4.074976 0.024 -0.024 0.023 0.348
H 4.672141 1.923264 -2.496850 0.009 0.030 -0.012 -0.355
H 6.409959 1.139960 -4.017498 0.020 0.035 -0.002 0.382
H 7.112471 1.984539 -2.658139 -0.034 -0.012 -0.012 0.316
H 8.293087 2.585101 -4.677802 -0.009 0.045 0.053 0.359
H 7.475160 4.011334 -4.076073 -0.009 -0.029 0.028 0.265
H 6.488344 2.225453 -6.366941 -0.045 0.035 0.021 0.289
H 7.255158 3.807599 -6.538054 -0.076 -0.035 -0.030 0.382
H 5.661478 3.685130 -5.795872 0.007 -0.038 -0.028 0.288